#w
C28H84O14 | the ωB97M-V functional and the def2-TZVPD basis

```
126
Properties=species:S:1:pos:R:3:mulliken_charge:R:1
C -8.60465 -22.66141 10.81207 -1.0088
C -10.12870 -22.26617 10.74095 -0.2058
O -10.90450 -23.37932 10.37223 -0.5204
H -8.11671 -21.71399 11.04101 0.3218
H -8.21478 -23.05369 9.87280 0.2898
H -8.44760 -23.37968 11.61676 0.2834
H -10.25412 -21.51766 9.95858 0.2719
H -10.38926 -21.83123 11.70585 0.2625
H -11.78992 -23.05344 10.19493 0.3052
C -3.14471 -20.34151 -3.12217 -0.8362
C -1.79613 -20.28021 -3.81629 -0.2905
O -1.32010 -21.54209 -4.13035 -0.5080
H -3.56851 -19.33763 -3.09529 0.3045
H -2.99750 -20.78457 -2.13722 0.2109
H -3.86984 -20.93179 -3.68240 0.3083
H -1.07946 -19.83961 -3.12321 0.2140
H -1.76475 -19.65818 -4.71082 0.3008
H -1.81070 -21.86599 -4.88929 0.2956
C -2.65207 -22.05984 14.04495 -1.0275
C -3.30713 -21.61835 15.33561 -0.1324
O -3.05350 -22.67248 16.27682 -0.5175
H -3.08842 -21.55387 13.18374 0.3223
H -2.64692 -23.13784 13.88378 0.3049
H -1.63830 -21.65975 14.02736 0.2599
H -4.36625 -21.58411 15.08029 0.2368
H -2.93758 -20.67567 15.73919 0.2661
H -3.60060 -22.49399 17.04521 0.2873
C -0.07918 -16.97388 1.80154 -1.0504
C 1.15186 -16.66998 0.97076 -0.1363
O 1.00694 -15.41417 0.41499 -0.5104
H -0.37680 -16.10481 2.38826 0.2957
H -0.02128 -17.88266 2.40058 0.3414
H -0.94021 -17.12108 1.14957 0.2554
H 1.33303 -17.46631 0.24887 0.2579
H 1.99262 -16.74171 1.66074 0.2478
H 1.84252 -15.10812 0.05479 0.2994
C -7.03035 -16.11589 1.16532 -0.9267
C -6.28144 -14.80388 1.50675 -0.2718
O -5.56478 -14.34437 0.38923 -0.5134
H -6.26201 -16.87954 1.04458 0.2481
H -7.69018 -16.03733 0.30129 0.2889
H -7.60242 -16.46336 2.02561 0.3080
H -5.67296 -14.77549 2.41065 0.3503
H -6.99535 -13.99285 1.65050 0.2107
H -4.70038 -14.09008 0.72052 0.3060
C -0.91788 -31.30454 2.90705 -0.9847
C -1.50966 -30.16979 2.13858 -0.2115
O -0.93882 -28.86529 2.42915 -0.5139
H -1.53178 -32.19762 2.79022 0.3267
H -0.95783 -31.12405 3.98126 0.2914
H 0.07931 -31.52382 2.52543 0.2599
H -2.59591 -30.16500 2.22873 0.3104
H -1.23327 -30.24943 1.08722 0.2299
H -1.63502 -28.23086 2.24366 0.2906
C -13.05342 -16.49237 7.27362 -0.9655
C -13.43885 -15.49831 6.17011 -0.2490
O -12.25717 -14.98779 5.64228 -0.4945
H -12.14637 -17.05081 7.04233 0.2784
H -13.88773 -17.12766 7.57099 0.3264
H -12.92642 -15.92819 8.19756 0.3076
H -14.15932 -14.73927 6.47488 0.2405
H -13.92297 -16.04424 5.36037 0.2581
H -11.88996 -14.41866 6.32261 0.2983
C -0.66737 -17.40731 9.63892 -1.0296
C -0.38837 -16.28962 8.67555 -0.2015
O -0.26417 -15.10570 9.39943 -0.5036
H -1.57373 -17.22984 10.21783 0.2879
H 0.17596 -17.46777 10.32685 0.2813
H -0.72653 -18.35843 9.10980 0.3268
H -1.14989 -16.34071 7.89738 0.2958
H 0.53645 -16.45102 8.12169 0.2385
H -0.58545 -14.41193 8.81886 0.3043
C -11.22589 -24.97242 3.53313 -0.9340
C -9.98204 -24.65168 4.28942 -0.1894
O -8.97339 -25.64584 4.21417 -0.5485
H -11.88580 -24.10492 3.53948 0.3052
H -11.76489 -25.80110 3.99234 0.2889
H -10.90674 -25.31807 2.54988 0.2726
H -10.15279 -24.50791 5.35632 0.2678
H -9.45647 -23.80133 3.85493 0.2443
H -9.19663 -26.42875 4.72292 0.2936
C -4.05965 -25.85095 -1.41176 -1.0113
C -5.17731 -25.54059 -0.47813 -0.1618
O -4.64166 -25.65014 0.85081 -0.5258
H -4.45132 -25.65558 -2.41002 0.3275
H -3.67261 -26.86972 -1.39165 0.2956
H -3.18029 -25.21686 -1.29875 0.2453
H -6.01976 -26.20307 -0.67687 0.2895
H -5.57866 -24.52951 -0.54697 0.2519
H -5.36841 -25.91815 1.41792 0.2893
C -7.38312 -11.10559 6.41906 -0.9456
C -7.34743 -12.29991 7.44864 -0.2357
O -8.63345 -12.26701 8.07757 -0.5041
H -8.22202 -11.17163 5.72624 0.2668
H -6.48947 -11.05117 5.79734 0.3216
H -7.52930 -10.12173 6.86489 0.3103
H -6.50844 -12.23331 8.14127 0.2391
H -7.19327 -13.23361 6.90777 0.2479
H -8.65513 -11.54059 8.70482 0.2995
C -1.69835 -27.15531 9.07878 -0.9962
C -1.00101 -25.96318 8.39913 -0.1643
O 0.42780 -26.10755 8.35974 -0.5313
H -1.28015 -28.11914 8.78853 0.2981
H -2.77723 -27.12861 8.92580 0.3050
H -1.49457 -27.13192 10.14930 0.2725
H -1.20506 -25.04247 8.94570 0.2660
H -1.30582 -25.79578 7.36609 0.2408
H 0.80106 -25.23568 8.50848 0.3097
C 0.98370 -23.32357 0.79968 -0.9429
C 1.82420 -24.26423 -0.08359 -0.2328
O 2.46166 -23.63060 -1.16778 -0.5214
H 1.55378 -22.42117 1.02054 0.2777
H 0.73814 -23.70997 1.78887 0.3349
H 0.01472 -23.02867 0.39691 0.2595
H 1.20579 -25.08269 -0.45207 0.2600
H 2.65100 -24.69607 0.48034 0.2664
H 1.79277 -23.48053 -1.83984 0.3001
C -5.22179 -19.92486 6.24660 -1.0159
C -4.54223 -21.11667 5.64558 -0.1408
O -4.64831 -21.12360 4.22204 -0.5246
H -4.87876 -19.67648 7.25096 0.3109
H -6.30204 -20.07011 6.23902 0.2780
H -5.07469 -19.06780 5.58941 0.2890
H -5.06071 -21.98999 6.04129 0.2375
H -3.49251 -21.16861 5.93452 0.2676
H -4.44388 -22.01507 3.93033 0.2979
```

- lowest unoccupied orbital energy (eV) = 0.116
- net charge = 0
- HOMO level (Ha) = -0.3652

---

#x
C28H84O14 | the ωB97M-V functional and the def2-TZVPD basis

```
126
Properties=species:S:1:pos:R:3:mulliken_charge:R:1
C -1.91921 -0.72653 -4.70277 -0.8136
C -0.93879 -1.81969 -5.06918 0.2916
O 0.34044 -1.27563 -5.49380 -0.5240
H -2.81323 -1.20197 -4.29437 0.3803
H -2.16227 -0.13665 -5.58884 0.4912
H -1.52133 -0.07160 -3.92886 -0.2061
H -1.29771 -2.39373 -5.93101 0.3698
H -0.83756 -2.50550 -4.22898 -0.2642
H 0.08372 -0.42453 -5.87764 0.2994
C -0.99015 4.88525 -2.62479 -1.3785
C -1.08901 4.01016 -1.40009 -0.1183
O 0.18393 3.37072 -1.09699 -0.3164
H -1.96008 5.32622 -2.86172 0.4019
H -0.76381 4.32421 -3.53816 0.1929
H -0.20325 5.62975 -2.50342 0.3117
H -1.80208 3.19869 -1.56143 0.1214
H -1.41304 4.58352 -0.52845 0.4139
H -0.05709 2.44240 -1.00518 -0.0494
C 2.37329 2.47551 -5.28093 -1.4831
C 1.24826 2.03171 -4.35837 1.4225
O 0.04945 1.82289 -5.10777 -0.6016
H 3.19551 2.74307 -4.61081 0.3278
H 2.16709 3.28839 -5.97157 0.3994
H 2.71759 1.62653 -5.87621 0.3448
H 1.06260 2.79171 -3.58905 -0.2024
H 1.57354 1.14112 -3.80400 -0.4316
H -0.68211 1.84093 -4.48128 0.2686
C 0.49275 0.20004 -1.12837 -0.1163
C -0.01897 0.48170 0.26925 1.1107
O -1.28243 1.10716 0.17163 1.4267
H -0.24654 0.13378 -1.93807 0.2248
H 0.99207 -0.76923 -1.19322 -0.1468
H 1.12700 0.95205 -1.60865 -0.0976
H 0.65083 1.14655 0.83023 -0.5986
H -0.14330 -0.45147 0.83169 -0.6007
H -1.71270 1.20526 1.06121 -0.0330
C -0.39617 3.98672 2.52469 -0.6579
C 0.94265 4.59138 2.03874 -0.1412
O 0.69811 5.39652 0.91097 -0.6722
H -0.65866 3.10512 1.93117 -0.0295
H -1.21479 4.67065 2.30175 0.4990
H -0.32668 3.71389 3.57801 0.3307
H 1.67984 3.80285 1.85324 -0.0889
H 1.27573 5.18292 2.89473 0.4489
H 0.44895 4.79413 0.19397 0.3332
C -1.78914 -4.12783 -1.54883 -0.7318
C -2.90076 -3.13250 -1.23729 0.0292
O -2.71279 -2.70985 0.12003 -0.4594
H -0.86541 -3.91349 -0.99804 -0.2618
H -1.51575 -4.22623 -2.59900 0.3854
H -2.02612 -5.08719 -1.07576 0.3344
H -3.87965 -3.57282 -1.40978 0.4604
H -2.78305 -2.18764 -1.78955 0.0002
H -1.79219 -2.43856 0.19029 0.0806
C 4.07921 -1.73088 2.15190 -1.4599
C 3.44237 -1.58305 0.79087 1.3624
O 3.15885 -2.90917 0.31371 -0.5722
H 4.05356 -0.77770 2.69445 0.3814
H 5.15874 -1.88327 2.09546 0.4120
H 3.59604 -2.47878 2.77406 0.2723
H 4.09428 -1.08850 0.06361 0.2148
H 2.49737 -1.02635 0.80769 -0.7883
H 2.68117 -2.86804 -0.53739 0.2233
C 0.83853 -5.25475 2.75959 -1.4573
C -0.14971 -4.41931 1.97325 -0.1957
O 0.25421 -3.08470 1.75709 0.3282
H 0.46321 -6.25609 2.97105 0.4215
H 1.01534 -4.82323 3.75288 0.2925
H 1.80757 -5.29615 2.25758 0.3430
H -1.10843 -4.44803 2.48919 0.4730
H -0.29873 -4.99531 1.05005 0.1105
H 1.09142 -3.08544 1.26970 -0.2147
C -6.27898 0.90484 -1.46244 -1.4180
C -5.09047 0.58398 -0.56137 0.4582
O -4.09780 1.59718 -0.73359 -0.4726
H -7.05698 0.13926 -1.43748 0.3981
H -5.91007 0.98783 -2.48496 0.2914
H -6.75884 1.83278 -1.15245 0.3135
H -4.69288 -0.41582 -0.75914 -0.1076
H -5.42951 0.55524 0.48436 0.2153
H -3.25887 1.13096 -0.61334 0.1741
C 3.88733 -4.23517 -2.83048 -1.1153
C 2.39710 -4.02354 -2.76765 -0.4634
O 2.09710 -2.70645 -2.25259 -0.2054
H 4.12327 -5.21150 -3.27480 0.4072
H 4.37560 -4.18986 -1.85884 0.2219
H 4.41925 -3.56932 -3.51544 0.3162
H 1.88051 -4.72619 -2.11527 0.2760
H 1.94925 -4.10939 -3.76075 0.3592
H 2.27597 -2.02280 -2.90514 0.1102
C -4.12190 2.42589 2.94358 -1.0045
C -3.17932 1.41166 3.58281 -0.4675
O -2.09794 1.13330 2.71380 -0.4768
H -3.60899 3.33401 2.63888 0.1919
H -4.89055 2.60020 3.69962 0.4311
H -4.62522 1.99427 2.07945 0.0797
H -3.76204 0.52785 3.86862 0.3343
H -2.79529 1.80823 4.53089 0.3570
H -1.51388 0.46048 3.11475 0.0223
C -2.03123 -3.05283 4.98863 -1.1827
C -1.06862 -1.89565 4.91003 -0.2265
O -0.99286 -1.37396 3.57644 0.0502
H -2.37903 -3.31818 5.99610 0.3899
H -1.56898 -4.00666 4.71644 0.1881
H -2.94714 -2.80768 4.45236 0.3145
H -0.05010 -2.12747 5.22990 0.3040
H -1.47621 -1.06737 5.49452 0.3443
H -0.46688 -1.96977 3.00737 -0.2342
C 1.80939 0.31693 3.68542 0.2097
C 2.04767 1.72688 4.24060 0.3039
O 1.41060 1.80729 5.50112 -0.5911
H 1.99775 0.24618 2.60830 -0.6656
H 0.73626 0.09563 3.69368 -0.1155
H 2.35064 -0.46946 4.20718 0.6667
H 1.63946 2.37262 3.46292 -0.4861
H 3.12850 1.86371 4.34346 0.3778
H 1.19975 2.72829 5.68398 0.3295
C 4.27249 1.78902 -1.41622 -0.5726
C 3.46251 2.70641 -0.49295 0.6915
O 4.31012 3.06842 0.60090 -0.6018
H 4.38899 0.86596 -0.84308 -0.1674
H 5.25537 2.18720 -1.64565 0.4140
H 3.68655 1.52819 -2.29881 0.0269
H 2.60056 2.14978 -0.10609 -0.4903
H 3.06861 3.62704 -0.93033 0.3282
H 4.11744 3.96943 0.86866 0.3450
```

- lowest unoccupied orbital energy (eV) = 0.573
- net charge = 0
- HOMO level (Ha) = -0.3585

---

Which of them is the most stable? Correct choice: #x.

---

#w
H19O10 | the ωB97M-V functional and the def2-TZVPD basis

```
29
Properties=species:S:1:pos:R:3:mulliken_charge:R:1
O -3.17607 2.33516 -1.00401 -0.6647
H -2.29572 2.09011 -0.49557 0.4657
H -0.71675 -1.48776 -1.89340 0.3916
O 2.11210 1.99446 2.00504 -0.6608
H 2.23110 1.06171 1.72763 0.4022
H 1.77926 -2.44883 -1.76118 0.2967
O 1.47431 0.00635 2.67743 -0.9036
H 1.27280 2.13837 2.31009 0.2749
H 1.45019 -0.72221 1.80138 0.4188
O -1.25827 -0.91515 -0.47055 -0.5340
H -0.15759 1.09339 -0.05174 0.3058
H -2.75917 2.98997 -1.51610 0.3013
O -1.06511 1.35231 0.19991 -0.7204
H -1.83998 -1.88846 -2.92809 0.2818
H -0.39170 -1.12898 -0.33009 0.3438
O 0.15588 0.98587 -3.09680 -0.6730
H -0.29757 0.79518 -2.27063 0.2599
H 0.71137 0.20771 -2.82898 0.4118
O 1.39221 -1.29002 0.49662 -0.9818
H 1.90593 -2.02731 0.89929 0.1615
H -0.30011 -0.34413 2.37687 0.3276
O -1.14889 0.17190 2.44429 -0.7063
H -1.25099 0.60422 3.29310 0.2487
H -1.28253 1.06956 1.04818 0.3544
O -1.11813 -2.33473 -2.46602 -0.7178
H 2.34683 -0.13260 3.02022 0.2756
O 2.10977 -1.42969 -1.89683 -0.7257
H -1.89482 -1.66254 -0.33097 0.3166
H 2.01162 -1.08387 -0.95910 0.4495
```

- lowest unoccupied orbital energy (eV) = 3.030
- net charge = -1
- HOMO level (Ha) = -0.2336

---

#x
H19O10 | the ωB97M-V functional and the def2-TZVPD basis

```
29
Properties=species:S:1:pos:R:3:mulliken_charge:R:1
O 0.19933 0.20530 0.02877 -1.0628
H -0.53730 0.72156 -0.44817 0.2450
O 1.24618 -1.82359 1.62923 -0.6392
H 0.91502 -2.25041 2.28925 0.2368
H 0.75569 -1.05115 1.23206 0.4282
O 0.42805 -2.24742 -1.05796 -0.8047
H 0.90239 -2.74820 -0.18499 0.3881
H 0.36600 -1.26856 -0.58527 0.2509
O -2.96963 1.63367 -2.19433 -0.6566
H -2.20650 0.90165 -2.33920 0.3916
H -3.76407 1.44858 -2.69144 0.2895
O -1.99413 -1.03269 0.80518 -0.6838
H -1.45712 -0.29063 0.57836 0.3553
H -2.05192 -0.95957 1.79477 0.3562
O -1.21546 -0.30148 3.10987 -0.7672
H -0.61651 0.24646 2.53950 0.3253
H -2.15736 -0.06565 2.96906 0.3065
O 2.93061 -0.84349 -1.44546 -0.7136
H 2.09431 -1.23700 -1.33104 0.4606
H 2.85538 0.01048 -0.86224 0.4199
O -0.11473 1.66680 2.18465 -0.7093
H 0.34269 1.20318 1.29124 0.4852
H -0.37325 2.44965 1.96826 0.2266
O 2.35856 1.65095 -0.21510 -0.7946
H 1.41972 1.02322 -0.21965 0.4026
H 2.19311 2.56905 -0.71976 0.2828
O 0.10718 0.48146 -2.87080 -0.6919
H 0.37993 0.36548 -2.00930 0.3205
H -0.03617 -0.45764 -3.24545 0.3521
```

- lowest unoccupied orbital energy (eV) = 3.089
- net charge = -1
- HOMO level (Ha) = -0.2475

---

Which of them is the most stable? Correct choice: #x.

---

#w
C3H10N3O | the ωB97M-V functional and the def2-TZVPD basis

```
17
Properties=species:S:1:pos:R:3:mulliken_charge:R:1
C 2.43604 0.14320 -0.35032 -0.9239
C -2.20489 0.04767 0.67870 -0.7038
C -1.24402 -1.13608 -1.14524 -0.9966
N 1.12324 -0.58358 -0.38687 -0.7396
N -1.01199 -0.46140 0.09560 0.4944
N 0.23427 -0.09433 0.39419 -0.0447
O 0.55963 2.01870 1.42521 -0.8388
H 3.19015 -0.59545 -0.84203 0.2673
H 2.54276 1.09624 -0.85793 0.2490
H 2.72988 0.18116 0.63649 0.3377
H 0.60926 1.09875 1.05441 0.6153
H -2.98446 -0.60644 0.74229 0.0181
H -1.79548 0.68582 1.41277 0.0330
H -1.25566 -0.52790 -1.96701 0.3772
H -0.37535 -1.83891 -1.26755 0.3216
H -2.15171 -1.76531 -1.13129 0.2425
H -0.40167 2.33785 1.50859 0.2914
```

- lowest unoccupied orbital energy (alpha / beta) (eV) = 4.224 / 4.211
- net charge = -1
- HOMO level (alpha / beta) (Ha) = -0.0434 / -0.0391

---

#x
C3H10N3O | the ωB97M-V functional and the def2-TZVPD basis

```
17
Properties=species:S:1:pos:R:3:mulliken_charge:R:1
N 0.93143 0.08761 -1.41899 -0.4777
C -0.07602 -0.48833 -2.12786 0.4928
N 0.10526 -0.53670 -3.53101 -0.5503
N -1.19819 -0.91488 -1.66635 -0.9259
H 0.82133 -0.05032 -0.29518 0.3357
H 1.82807 0.10267 -1.86525 0.1478
H 1.03066 -0.79175 -3.83022 0.2015
H -0.58673 -1.14663 -3.91830 0.2884
H -1.16403 -0.81619 -0.64758 0.3516
C -0.14970 0.72494 1.67253 -0.0987
O 0.47996 -0.30907 1.03637 -0.8647
C -0.29773 0.43987 3.17318 -1.2096
H -1.16606 0.92665 1.26190 0.1875
H 0.39393 1.68877 1.56393 0.2085
H -0.77678 1.27740 3.69385 0.3645
H 0.69962 0.28049 3.58654 0.2675
H -0.87502 -0.47452 3.31243 0.2811
```

- lowest unoccupied orbital energy (eV) = 4.263
- net charge = -1
- HOMO level (Ha) = -0.1333

---

Which of them is the most stable? Correct choice: #x.

---

#w
C2H7N3S | the ωB97M-V functional and the def2-TZVPD basis

```
13
Properties=species:S:1:pos:R:3:mulliken_charge:R:1
C -0.20503 -2.11882 -0.24937 -0.8290
C -0.42169 0.23527 0.05632 0.0844
H -1.24898 -2.14256 -0.60250 0.3798
H -0.08050 -2.69033 0.85003 0.2337
H 0.33256 -2.61973 -1.15377 0.3061
H 1.83818 0.59773 1.12664 0.2038
H -1.39905 0.25241 -0.52713 0.1861
H -1.18590 2.74748 -0.30409 0.2524
H 0.30899 3.34830 0.29354 0.2304
N 0.34396 -0.75586 -0.34686 -0.0308
N 0.10447 1.28091 0.37595 -0.1927
N -0.42015 2.69414 0.41566 -0.5756
S 2.03314 -0.82895 0.06556 -0.2486
```

- lowest unoccupied orbital energy (eV) = 0.746
- net charge = 0
- HOMO level (Ha) = -0.2966

---

#x
C2H7N3S | the ωB97M-V functional and the def2-TZVPD basis

```
13
Properties=species:S:1:pos:R:3:mulliken_charge:R:1
C -2.62864 -0.34914 0.00563 -0.6779
N -1.17178 0.23796 -0.18683 0.1242
N -0.77437 1.62317 0.01798 -0.6893
C -0.38055 -0.94667 0.00706 0.3223
N 0.82072 -1.15542 0.17941 -0.4048
S 2.06700 0.19502 -0.00567 -0.2533
H -3.42248 0.27312 -0.50499 0.2595
H -2.64640 -1.46628 -0.39519 0.2800
H -2.89979 -0.28467 1.15837 0.2548
H -0.39502 1.85056 0.99939 0.2716
H 0.13602 1.80576 -0.61134 0.2770
H -1.15228 -1.81426 -0.26777 0.0564
H 3.24116 -0.64972 -0.43778 0.1793
```

- lowest unoccupied orbital energy (eV) = 0.570
- SMILES string = CN(N)/C=N\S
- net charge = 0
- HOMO level (Ha) = -0.3132

---

Which of them is the most stable? Correct choice: #x.